Below is a structure of composition CBr3NO2 at a distorted geometry, with properties calculated with the ωB97M-V functional and the def2-TZVPD basis.

```
7
Properties=species:S:1:pos:R:3:forces:R:3:nbo_charge:R:1
Br 1.62766 1.17284 -1.26456 -0.149 0.554 -1.354 0.19
O -1.88196 0.92024 0.82081 -0.092 1.049 0.577 -0.28
N -1.39252 0.17102 0.06417 1.589 -1.731 -0.623 0.56
C 0.88531 -0.01984 -0.07667 -0.716 -1.088 0.360 -0.47
Br 1.00683 -1.89926 -0.60119 -0.180 1.204 0.347 0.15
Br 1.60666 0.40264 1.60189 -0.445 -0.397 0.783 0.17
O -1.85198 -0.74763 -0.54444 -0.007 0.407 -0.091 -0.31
```
Positions in Å, forces in eV/Å.

Output
HOMO level (alpha / beta), eV: -10.01 / -9.38
Electronic energy, eV: -216744.072

Below is an isolated molecule of C4H8N2O at a distorted geometry, with properties calculated with the ωB97M-V functional and the def2-TZVPD basis.

```
15
Properties=species:S:1:pos:R:3:forces:R:3:nbo_charge:R:1
H 2.90345 1.25774 0.33038 -2.410 -2.114 -1.213 0.34
C -1.78461 -0.27695 -0.49086 1.515 -2.056 6.025 -0.45
H -0.53822 -2.10595 -0.15277 -0.049 -0.469 0.882 0.22
N 1.85781 -0.78498 -0.20550 3.444 1.905 0.626 -0.29
O 0.28888 0.82169 0.22247 -0.387 6.207 -0.457 -0.49
H 3.63984 0.05745 0.07766 5.994 -3.710 1.755 0.33
H -2.61111 -0.67992 0.28568 1.063 1.457 -2.653 0.24
H -1.89373 -0.45251 -1.55918 -0.012 -0.113 0.335 0.23
H -0.77901 -1.07323 1.50461 0.641 -0.313 -3.058 0.23
C 0.71831 -0.35521 -0.02131 -4.365 -2.983 1.450 0.49
C -1.12211 1.04179 -0.05851 -1.803 0.057 2.897 -0.09
N 2.84711 0.32325 -0.26363 -4.604 3.543 -1.575 -0.70
C -0.55989 -1.12276 0.31406 -1.013 -1.675 -1.286 -0.44
H -1.60597 1.66637 0.82840 1.115 -2.008 -1.177 0.19
H -1.36075 1.68320 -0.81148 0.873 2.271 -2.551 0.19
```
Positions in Å, forces in eV/Å.

Output
SMILES string: N/N=C1/CCCO1
HOMO level, eV: -8.61
Electronic energy, eV: -9300.802

Below is a cluster of 2 separate species, C6H12S in total at a distorted geometry, with properties calculated with the ωB97M-V functional and the def2-TZVPD basis.

```
19
Properties=species:S:1:pos:R:3:forces:R:3:nbo_charge:R:1
C -2.13619 -0.87463 1.05079 -0.490 -0.069 -0.092 -0.21
H 3.57063 -0.86257 -0.56420 -0.553 -0.024 -0.177 0.19
C 1.42546 -0.71267 -0.56670 -0.208 -0.323 -2.735 -0.18
H -4.27478 0.26648 1.29913 0.137 0.080 0.387 0.04
C 1.26657 0.16445 -1.85027 1.760 -1.013 0.308 -0.43
H -0.36338 1.80250 -1.54023 1.409 -0.967 -0.201 0.21
S -3.58609 -0.51491 0.41342 -0.152 -0.393 -1.244 0.25
H 0.96925 1.66342 -0.41477 0.538 0.816 0.174 0.21
H 0.47825 -1.13540 -0.24634 0.081 0.171 0.694 0.22
H 2.37632 0.25113 -2.28740 -2.522 -0.098 0.636 0.19
H 1.27128 2.26715 -2.19366 -0.705 -0.461 1.606 0.21
H -2.84225 0.39396 2.72971 1.574 -1.879 -0.136 0.15
C 0.75403 1.54823 -1.46525 -0.782 1.360 -1.637 -0.63
H 0.59706 -0.34360 -2.59045 0.740 0.312 0.545 0.22
H 2.66429 -1.82353 0.66289 0.006 -0.872 0.910 0.19
C 2.59822 -1.19138 -0.17545 0.203 1.093 -0.096 -0.40
H -1.66540 -1.03706 3.05604 0.875 -1.863 2.150 0.24
C -1.91960 -0.31837 2.38438 -3.068 4.081 -1.119 -0.72
H -1.18370 0.45680 2.29835 1.155 0.047 0.024 0.26
```
Positions in Å, forces in eV/Å.

Output
HOMO level, eV: -9.00
Electronic energy, eV: -17247.312

- Among the records above, which one has the highest electronic energy?
  C4H8N2O